ORCA calculation (ωB97M-V/def2-TZVPD) on a structure of composition C14H7N4O4PtS2 in a non-equilibrium geometry.

XYZ file:
```
32
Properties=species:S:1:pos:R:3:lowdin_spin:R:1
Pt -14.4233 2.1832 7.5802 0.9754
C -13.4189 2.4501 4.0836 0.0010
C -13.7716 3.5772 4.9712 0.0123
N -14.0643 3.5275 6.2387 0.0408
C -14.2175 4.7848 6.7641 0.0115
C -13.9542 5.6725 5.6404 0.0018
N -13.6780 4.8398 4.5593 0.0020
C -13.8503 7.1140 5.5829 0.0008
O -13.8775 7.7401 6.7149 0.0014
O -13.7291 7.6754 4.4854 0.0009
C -14.7130 4.9239 8.1670 0.0148
O -14.6559 6.0007 8.7250 0.0183
O -15.0884 3.7828 8.6850 0.1444
H -12.4003 2.0566 4.3511 0.0001
H -13.4505 2.8013 3.0131 0.0002
H -14.1533 1.5906 4.1219 -0.0001
H -13.5815 5.1424 3.6169 0.0007
H -14.2972 7.1234 7.4161 0.0007
S -15.2316 0.9182 9.3722 0.2170
C -13.9251 -0.0918 9.6609 0.0431
C -13.7807 -0.5896 11.0052 0.0168
C -12.7748 -1.4374 11.3451 0.0211
C -12.8507 -2.1632 12.6004 0.0025
N -12.8670 -2.9274 13.4612 0.0067
C -11.8209 -1.8187 10.3084 0.0057
C -11.8220 -1.1800 9.0637 0.0386
C -12.8809 -0.3363 8.6890 0.0453
S -12.8945 0.4587 7.2066 0.3714
C -10.8932 -2.8303 10.5592 0.0006
N -10.0684 -3.6067 10.8067 -0.0014
H -14.3531 -0.1865 11.8121 0.0017
H -11.0560 -1.3772 8.3437 0.0040
```

Net charge ... -1
Energy relative to the best compared isomer or geometry (same formula, charge and spin) ... 0.042 eV
Spin multiplicity ... 3
HOMO-LUMO gap (alpha / beta) ... 4.95 / 5.77 eV